No. 1
Entry from the OMol25 dataset: a molecular structure, C37H101CrN8O11 in a non-equilibrium geometry (wB97M-V/def2-TZVPD).

## Properties
HOMO (alpha / beta): -12.82 / -12.82 eV
Frontier orbital gap (alpha / beta): 8.419 / 8.856 eV
Spin multiplicity: 4
M: 886.26 u
Net charge: +2
Expectation value of S²: 3.773

Geometry as XYZ:
```
158
Properties=species:S:1:pos:R:3:mulliken_charge:R:1
Cr -1.9515 -0.9833 -0.0774 1.07
C 1.9517 0.1634 -1.1145 -1.07
C 0.7837 -0.8110 -1.0934 1.33
C 1.1210 -2.1212 -0.3225 -0.92
O -0.4521 -0.2303 -0.7096 -0.06
H 1.8652 0.9293 -1.8828 0.21
H 2.8208 -0.4970 -1.3942 0.51
H 2.1939 0.6390 -0.1564 -0.34
H 0.7547 -1.0709 -2.1304 -0.56
H 2.0169 -2.6078 -0.7101 0.88
H 0.2658 -2.7952 -0.4840 -0.64
H 1.1608 -1.9352 0.7868 -0.47
C 2.0043 3.9057 -3.1994 -1.44
C 3.1943 3.6150 -2.3348 2.28
C 4.4476 3.6444 -3.1729 -0.78
O 5.5977 3.5656 -2.3622 -0.36
C 5.8274 2.1913 -1.9625 -0.31
N 3.3035 4.5759 -1.2685 -0.55
H 1.0665 4.2507 -2.6389 0.12
H 1.7091 3.0732 -3.8283 0.37
H 2.2292 4.7514 -3.8355 0.49
H 3.0047 2.6233 -1.8776 -1.40
H 4.4030 4.5893 -3.7342 0.33
H 4.5111 2.8958 -3.9695 0.36
H 6.5369 2.1044 -1.1429 0.35
H 6.0114 1.4466 -2.7597 0.32
H 4.9691 1.8066 -1.4515 -0.16
H 3.4259 5.5098 -1.7107 0.30
H 4.2500 4.4682 -0.7937 0.31
C 4.9061 -3.2275 2.6515 -1.83
C 3.4511 -3.6141 2.3434 1.10
C 3.0515 -5.0795 2.1740 -0.75
O 3.9160 -5.5337 1.1686 -0.27
C 3.8989 -6.8909 0.7556 -0.80
N 2.5558 -2.9404 3.2989 -0.79
H 5.4048 -3.8079 3.3666 0.39
H 4.9652 -2.1611 2.8973 0.50
H 5.4998 -3.3080 1.7043 0.40
H 3.3117 -3.1817 1.3739 -0.46
H 1.9609 -5.1790 1.8702 0.24
H 3.1514 -5.6295 3.1372 0.45
H 2.9333 -7.2023 0.2722 0.26
H 3.9655 -7.5671 1.6006 0.34
H 4.6765 -7.0835 0.0352 0.28
H 2.0095 -3.7254 3.7098 0.29
H 3.0808 -2.6344 4.0753 0.22
C -7.5322 0.4691 -5.3308 -1.78
C -6.1176 1.0123 -5.5937 0.29
C -5.8782 2.4574 -5.0768 -0.93
O -5.8116 2.5466 -3.6418 -0.23
C -5.5661 3.8440 -3.0253 -0.66
N -5.0445 0.1420 -5.1401 -0.42
H -7.8055 0.3447 -4.2783 0.36
H -7.6187 -0.4414 -5.8078 0.45
H -8.2175 1.1856 -5.5887 0.52
H -6.0785 1.1294 -6.7051 0.29
H -6.5774 3.1408 -5.4413 0.56
H -4.9180 2.8588 -5.5420 0.34
H -4.6962 4.2335 -3.5035 0.37
H -5.4383 3.6186 -1.9758 0.00
H -6.3749 4.5116 -3.2032 0.36
H -4.7256 -0.4286 -5.9515 0.24
H -5.4083 -0.4027 -4.3794 0.24
C -1.5390 4.1176 0.1986 -1.21
C -0.5263 4.2473 1.3105 0.49
C -0.9596 3.5203 2.5809 -0.17
O -2.3022 3.6712 2.9110 -0.26
C -2.3836 4.5605 4.0093 -0.92
N 0.7466 3.6261 0.8595 -0.09
H -2.5276 4.3613 0.5893 0.36
H -1.6641 3.0539 -0.1399 -0.11
H -1.2221 4.6549 -0.6924 0.53
H -0.2780 5.2956 1.4302 0.50
H -0.2946 3.7192 3.4177 0.80
H -0.7774 2.4048 2.3702 -0.74
H -3.2941 5.1488 3.9292 0.29
H -1.6112 5.2922 3.9539 0.41
H -2.3587 4.0953 5.0189 0.26
H 1.5973 4.1584 0.6651 0.20
H 0.6221 2.9342 0.1256 -0.17
C 0.8175 -1.3426 5.6550 -1.49
C -0.2385 -1.6570 4.6804 0.99
C -1.4744 -0.8646 5.0474 -1.37
O -2.4744 -0.8905 4.0413 -0.06
C -3.4643 -1.8955 4.2865 -0.77
N 0.2797 -1.1836 3.3970 2.62
H 0.5406 -1.6873 6.6444 0.53
H 0.9051 -0.2618 5.6162 0.31
H 1.7747 -1.8402 5.5112 0.23
H -0.4319 -2.7583 4.6240 0.36
H -1.2796 0.2082 5.1327 0.13
H -1.7155 -1.1915 6.0719 0.53
H -3.5648 -2.0244 5.3702 0.39
H -3.2570 -2.8431 3.7324 0.13
H -4.3934 -1.6561 3.7964 0.28
H -0.4972 -1.2160 2.7615 -0.51
H 0.7472 -0.2273 3.3449 0.00
C 3.8445 1.4738 2.2426 -1.60
C 2.9600 0.9368 3.3980 1.64
C 3.5378 1.6103 4.6561 -0.99
O 4.6678 0.8753 5.0301 -0.32
C 5.0908 1.1613 6.3838 -0.81
N 1.5461 1.2305 3.2198 -0.07
H 3.5498 0.8415 1.3185 -0.06
H 4.9254 1.2612 2.4009 0.56
H 3.7036 2.5383 2.1495 0.44
H 3.1046 -0.1374 3.4962 -0.82
H 2.7692 1.5621 5.4307 0.56
H 3.8394 2.6357 4.3902 0.47
H 4.5238 0.4826 7.0937 0.25
H 4.8592 2.1997 6.6678 0.35
H 6.1348 0.9530 6.4456 0.27
H 1.3478 1.7518 2.3315 -0.39
H 1.2633 1.8869 3.9344 0.13
C -4.8018 2.4113 0.5179 -1.37
C -4.1033 1.1495 0.0613 0.47
C -3.7282 1.1846 -1.3869 -0.49
O -2.7665 0.1094 -1.5879 0.47
C -2.2070 0.1693 -2.9048 -0.38
N -2.7972 0.7853 0.8195 0.00
H -5.7986 2.2532 0.1213 0.56
H -4.3327 3.3045 0.0813 0.13
H -4.9465 2.5086 1.6170 0.22
H -4.8045 0.3100 0.2187 0.38
H -3.2925 2.1664 -1.7336 0.35
H -4.5753 0.9371 -2.0274 0.32
H -1.6842 1.0828 -3.0346 0.44
H -3.0062 0.1929 -3.5900 0.37
H -1.5033 -0.6107 -2.9866 -0.53
H -2.2809 1.6819 0.9870 -0.96
H -3.1628 0.4130 1.7127 0.31
C 1.0922 -5.1416 -4.0416 -1.73
C 0.7552 -3.6972 -3.6464 0.73
C 0.6313 -2.7143 -4.8637 -0.48
O 1.9148 -2.2416 -5.0403 -0.36
C 2.1866 -1.3430 -6.1205 -0.92
N -0.5930 -3.6399 -2.9932 -0.49
H 1.9487 -5.2128 -4.6562 0.47
H 0.2405 -5.5091 -4.6023 0.41
H 1.2219 -5.7529 -3.1516 0.46
H 1.4963 -3.3717 -2.9365 -0.33
H -0.0891 -1.8847 -4.6756 0.12
H 0.3207 -3.2482 -5.7496 0.56
H 2.7932 -0.5023 -5.7584 0.28
H 1.3853 -0.6898 -6.5091 0.35
H 2.5376 -1.8526 -6.9601 0.35
H -1.3707 -3.6914 -3.7355 0.34
H -0.5995 -4.5539 -2.4953 0.36
C -2.0358 -3.5804 0.9829 -0.67
C -2.7214 -3.6754 -0.4144 -0.82
O -2.2337 -2.6143 -1.2292 -0.38
O -1.8277 -2.2130 1.3465 0.42
H -1.0461 -4.0388 0.9612 0.13
H -2.6410 -4.0816 1.7168 0.63
H -3.7762 -3.4651 -0.3874 0.35
H -2.6266 -4.5750 -0.9776 0.39
H -1.3261 -2.8307 -1.7656 0.04
H 1.0330 -1.8736 3.0586 -0.34
```

No. 2
Entry from the OMol25 dataset: 10 unconnected molecules or ions with the total composition C37H103N11O10 in a non-equilibrium geometry (wB97M-V/def2-TZVPD).

## Properties
HOMO (alpha / beta): -10.64 / -10.64 eV
Frontier orbital gap (alpha / beta): 8.862 / 2.782 eV
Spin multiplicity: 2
M: 862.30 u
Net charge: +1
Expectation value of S²: 0.755

Geometry as XYZ:
```
161
Properties=species:S:1:pos:R:3:mulliken_charge:R:1
C 11.7557 2.3740 10.7129 -0.41
O 12.9127 2.7156 10.6798 -0.31
N 10.7993 3.1296 10.9903 1.61
N 11.3836 1.2250 10.2713 1.24
H 9.8280 2.8531 10.9727 0.08
H 11.0489 4.0686 11.2660 -1.40
H 10.5012 0.7566 10.4202 -0.38
H 12.0451 0.6173 9.8096 -0.29
C 11.3691 1.8526 2.8774 -0.91
C 12.8841 2.1162 2.9518 1.15
C 13.4753 1.0981 3.9547 -1.07
O 13.1450 1.6124 5.2235 0.02
C 13.4181 0.7640 6.3218 -0.91
N 13.4051 1.9166 1.5980 -0.80
H 10.8787 2.4420 2.1026 0.44
H 10.8916 2.1167 3.8210 -0.16
H 11.0903 0.8220 2.6578 0.36
H 13.1277 3.1521 3.1878 -0.25
H 14.5604 0.9957 3.9688 0.47
H 13.1293 0.1169 3.6296 0.41
H 12.8103 -0.1396 6.2753 0.40
H 13.3639 1.2793 7.2808 0.09
H 14.3671 0.2332 6.2468 0.41
H 13.2222 0.9408 1.4125 0.27
H 13.0296 2.4476 0.8252 0.26
C 17.9782 3.7408 9.6682 -1.50
C 16.8412 3.0202 9.0367 1.17
C 17.2903 1.8022 8.0708 -0.47
O 17.9068 2.1347 6.8735 -0.36
C 17.1630 3.1115 6.0704 -0.64
N 16.0113 2.4637 10.1091 -0.05
H 17.6788 4.3364 10.5306 0.51
H 18.4964 4.4348 9.0064 0.33
H 18.5372 2.8476 9.9470 0.37
H 16.3531 3.7535 8.3948 -0.18
H 16.4618 1.0998 7.9805 0.22
H 17.9544 1.1262 8.6095 0.43
H 17.0532 4.1158 6.4796 0.35
H 16.1764 2.8541 5.6849 0.14
H 17.7299 3.2231 5.1461 0.36
H 15.7251 3.2238 10.7094 0.09
H 15.0522 2.2253 9.9009 0.09
C 13.9440 3.3968 14.7460 -1.65
C 14.4937 4.7234 14.2749 1.03
C 15.9100 5.1214 14.7922 -0.95
O 16.0958 6.5193 14.7247 -0.34
C 17.4097 6.8796 14.9047 -0.86
N 14.5662 4.6547 12.8088 -0.14
H 14.6173 2.5701 14.5192 0.33
H 12.9598 3.1617 14.3409 0.26
H 13.9134 3.4361 15.8348 0.49
H 13.7686 5.5002 14.5179 0.20
H 16.6448 4.6551 14.1360 0.26
H 16.1527 4.6043 15.7205 0.49
H 17.6220 6.5574 15.9241 0.35
H 17.4242 7.9540 15.0880 0.32
H 18.2250 6.4461 14.3256 0.31
H 14.7203 5.6219 12.5621 0.19
H 13.6486 4.3636 12.5035 -0.40
C 9.5090 -0.8105 12.2334 -1.16
C 8.8006 -0.9375 10.8643 0.32
C 7.7063 -2.0662 10.7703 -0.95
O 7.0998 -2.1909 9.5198 -0.32
C 6.2069 -3.3413 9.4108 -0.75
N 8.1196 0.3980 10.7085 -0.53
H 10.3175 -0.0798 12.2134 0.16
H 9.9948 -1.7431 12.5205 0.36
H 8.7757 -0.4840 12.9709 0.42
H 9.6061 -1.0887 10.1457 0.19
H 6.8907 -1.8276 11.4528 0.35
H 8.1564 -2.9954 11.1197 0.47
H 5.6039 -3.5868 10.2850 0.31
H 6.8888 -4.1284 9.0889 0.30
H 5.5089 -3.0974 8.6100 0.25
H 7.4408 0.2671 9.9722 0.33
H 7.4437 0.4413 11.4577 0.32
C 15.4774 -1.6072 10.9726 -1.42
C 14.1979 -2.1163 10.3211 0.67
C 13.7508 -3.5215 10.6412 -1.16
O 13.9226 -3.6759 12.0306 -0.34
C 13.4212 -4.8828 12.5506 -0.74
N 13.2256 -1.2189 10.7734 -0.24
H 16.2708 -2.2414 10.5772 0.46
H 15.5016 -1.4325 12.0482 0.34
H 15.7434 -0.7253 10.3898 0.24
H 14.2477 -2.1885 9.2346 0.20
H 14.4014 -4.2523 10.1610 0.50
H 12.6900 -3.6188 10.4100 0.43
H 13.6013 -4.7843 13.6211 0.24
H 13.9843 -5.7482 12.2011 0.29
H 12.3844 -4.9335 12.2180 0.30
H 12.9287 -1.6106 11.6558 0.24
H 13.7328 -0.3989 11.0744 0.05
C 8.7558 3.4080 6.2844 -1.71
C 8.8929 3.2548 7.7855 2.62
C 7.6371 3.8860 8.4465 -0.80
O 7.7525 5.2882 8.1500 -0.21
C 6.5618 6.0364 8.3504 -1.05
N 9.1331 1.8546 8.1331 -0.50
H 7.7430 3.0695 6.0658 0.46
H 9.3573 2.7335 5.6750 0.18
H 8.8974 4.4302 5.9335 0.42
H 9.7911 3.7583 8.1430 -1.51
H 7.6661 3.7751 9.5305 0.12
H 6.7222 3.4603 8.0342 0.68
H 6.1290 5.8985 9.3413 0.41
H 5.7998 5.8242 7.6004 0.33
H 6.7713 7.0728 8.0858 0.24
H 10.1068 1.5978 8.2099 0.26
H 8.7668 1.7409 9.0674 -0.15
C 8.5351 4.1322 13.4674 -1.35
C 9.6124 5.0983 14.0084 0.65
C 9.9816 4.9270 15.4545 -0.64
O 8.8298 4.9662 16.3341 -0.39
C 9.1600 4.5758 17.6404 -0.73
N 10.7950 5.1653 13.0990 0.20
H 8.2377 4.3275 12.4372 0.03
H 7.6178 4.1523 14.0558 0.50
H 9.0019 3.1487 13.5222 0.32
H 9.0704 6.0439 14.0204 -0.16
H 10.6205 5.7516 15.7707 0.42
H 10.3728 3.9302 15.6585 0.44
H 9.6102 5.4150 18.1706 0.31
H 9.9151 3.7902 17.6679 0.28
H 8.2236 4.5257 18.1962 0.29
H 11.4605 5.8620 13.4019 0.33
H 10.5506 5.5649 12.2041 -0.35
C 13.4588 5.1921 5.8919 -1.33
C 12.2698 4.8980 6.7865 0.33
C 12.6132 5.0232 8.3061 2.06
O 13.0943 6.2793 8.7390 -0.60
C 13.6097 6.2509 10.0386 -0.05
N 11.2712 5.7742 6.3488 -0.46
H 13.3272 4.8348 4.8705 0.31
H 14.3273 4.6604 6.2806 -0.05
H 13.7724 6.2333 5.9672 0.36
H 11.9675 3.8856 6.5185 0.30
H 13.3169 4.2698 8.6600 -0.34
H 11.6794 4.9079 8.8565 -1.13
H 14.1579 7.1706 10.2430 0.54
H 14.3926 5.5222 10.2487 -0.15
H 12.8487 6.0802 10.8000 0.03
H 11.5803 6.6941 6.6286 0.39
H 10.4279 5.6668 6.8941 -0.07
C 9.6371 8.3486 8.9377 -1.18
C 9.7556 7.8334 10.3579 0.37
C 8.5703 8.3539 11.2522 -0.40
O 8.3298 9.7157 10.9993 -0.42
C 8.9225 10.6227 12.0319 -0.74
N 9.9308 6.3766 10.4005 0.63
H 8.6707 8.0131 8.5613 0.04
H 10.4834 8.0241 8.3323 0.20
H 9.5982 9.4360 8.8724 0.44
H 10.6698 8.3145 10.7058 0.43
H 8.7030 8.2022 12.3234 0.14
H 7.6290 7.8361 11.0682 0.22
H 8.4315 10.2413 12.9271 0.36
H 8.7082 11.6571 11.7631 0.28
H 9.9870 10.5326 12.2487 0.27
H 9.2569 6.0730 9.7122 -0.40
H 10.7855 6.2136 9.8877 -0.48
```